Entry 1:
ORCA calculation (ωB97M-V/def2-TZVPD) on a cluster of 7 separate species, C39H60BBrFN12O3S2 in total.

Calculated values
electronic energy	-5899.71409	a.u.
largest force on an atom	0.86	eV/Å
total charge	+1

The geometry in XYZ format:
```
119
Properties=species:S:1:pos:R:3:forces:R:3
C -0.6249 -4.6716 2.8051 0.19 0.22 0.09
C 0.6533 -3.9479 3.2169 -0.72 -0.20 0.02
S 1.5996 -3.1921 1.8889 0.35 -0.12 -0.17
C 0.3069 -2.2518 1.0133 0.27 -0.34 0.25
N 0.8205 -1.5420 -0.1623 -0.11 -0.42 0.43
C 2.0076 -2.1045 -0.8326 -0.17 -0.03 -0.63
C 1.6884 -3.4346 -1.4838 -0.42 0.11 0.30
S 2.8876 -3.8775 -2.7435 0.01 -0.19 -0.23
C 4.3008 -3.8789 -1.7281 -0.06 0.04 -0.15
N 4.7773 -4.8160 -0.9984 0.19 -0.12 0.19
N 5.9089 -4.2901 -0.3692 -0.29 0.12 -0.20
C 6.0084 -3.0792 -0.7892 -0.09 -0.55 0.17
O 5.0297 -2.7300 -1.6546 0.27 0.22 0.34
C 0.8085 -0.1414 -0.1174 -0.01 0.41 0.06
N 1.5040 0.6943 0.7425 -0.17 -0.30 0.09
C 1.1579 0.7603 2.1658 0.28 -0.02 -0.02
C 2.0310 -0.0689 3.1117 -0.53 0.26 0.63
C 1.2544 -0.6947 4.2762 0.68 0.08 -0.27
Br 3.3918 1.1199 3.8607 0.38 -0.13 -0.10
C 2.8220 1.1519 0.3819 0.54 0.36 0.21
C 3.9638 0.1603 0.3441 -0.07 -0.20 -0.49
F 2.7431 1.7433 -0.8662 -0.11 0.03 -0.40
N 0.0327 0.3610 -1.0154 0.06 0.53 -0.31
C -0.2591 1.7785 -1.2225 -0.26 0.48 -0.41
N 0.4235 2.3051 -2.3919 0.09 -0.05 0.26
B -0.7140 -0.6019 -1.9524 0.43 -0.41 0.07
O -0.0331 -1.2624 -2.9218 -0.27 0.64 -0.44
O -2.0448 -0.6773 -1.8118 -0.25 -0.48 0.36
C -2.5752 -1.4954 -0.7554 -0.12 -0.01 0.09
H -1.1884 -4.1252 2.0624 -0.20 0.07 -0.18
H -0.4246 -5.6642 2.4346 0.05 -0.27 -0.21
H -1.2630 -4.7452 3.6745 -0.20 -0.21 0.25
H 0.4142 -3.2293 3.9898 0.06 0.34 0.02
H 1.3194 -4.6672 3.6680 0.43 -0.13 0.08
H -0.4591 -2.9390 0.6904 -0.13 -0.26 -0.21
H -0.1706 -1.5813 1.7156 -0.10 0.43 0.08
H 2.8797 -2.1617 -0.1943 0.05 -0.11 0.31
H 2.2586 -1.4384 -1.6495 0.07 0.36 -0.09
H 1.5694 -4.2227 -0.7552 0.19 -0.30 0.19
H 0.7408 -3.3253 -1.9936 -0.16 -0.08 -0.35
H 6.7696 -2.3864 -0.5026 0.15 0.39 -0.14
H 0.1092 0.5245 2.2901 -0.30 -0.28 -0.09
H 1.2428 1.7996 2.4544 -0.04 0.34 0.00
H 2.5481 -0.8618 2.5988 0.17 0.03 -0.24
H 0.2159 -0.8534 4.0181 -0.35 0.00 0.04
H 1.7165 -1.6456 4.4964 0.05 -0.29 0.16
H 1.3513 -0.0973 5.1687 -0.36 0.28 0.22
H 3.0805 1.9413 1.0763 -0.23 0.20 0.33
H 3.8271 -0.6766 1.0132 0.02 -0.06 0.29
H 4.0664 -0.2247 -0.6638 -0.02 -0.18 -0.23
H 4.8928 0.6553 0.5794 0.27 0.20 0.21
H -0.0352 2.3695 -0.3474 0.38 -0.12 0.39
H -1.3341 1.8258 -1.3726 -0.26 -0.11 0.08
H 0.7871 1.6034 -3.0149 0.07 -0.02 -0.10
H -0.1718 2.9452 -2.8942 -0.11 0.01 -0.21
H 0.3728 -0.6710 -3.5643 0.42 -0.28 -0.18
H -3.6496 -1.5181 -0.8436 -0.31 0.12 -0.06
H -2.1954 -2.5075 -0.8378 0.06 -0.22 -0.16
H -2.2976 -1.1052 0.2170 0.01 0.25 0.25
N -2.5248 -0.7955 5.6610 0.02 0.02 -0.16
C -3.1593 -0.5270 4.4738 0.05 0.07 0.08
C -3.7425 0.7109 4.5881 0.14 -0.09 -0.11
C -3.4378 1.2064 5.8835 -0.10 0.10 -0.05
C -2.6928 0.2552 6.5199 0.10 -0.09 0.05
H -2.0236 -1.6372 5.8746 -0.04 -0.04 0.04
H -3.1515 -1.2376 3.6632 -0.07 -0.02 0.03
H -4.3280 1.2065 3.8317 -0.03 -0.01 0.01
H -3.7436 2.1495 6.3025 -0.02 0.01 0.01
H -2.2727 0.2339 7.5101 0.00 0.01 0.03
N 5.1925 3.5208 -1.4993 0.09 0.02 0.04
C 6.4315 3.6964 -0.9409 -0.05 -0.04 -0.02
C 6.9938 4.8070 -1.5077 0.00 0.02 -0.01
C 6.0575 5.3244 -2.4441 0.02 0.01 0.01
C 4.9577 4.5112 -2.4146 -0.01 -0.04 0.00
H 4.5535 2.7832 -1.2747 -0.08 0.01 -0.05
H 6.8061 3.0198 -0.1917 0.03 0.00 0.00
H 7.9668 5.2062 -1.2786 0.01 0.01 0.00
H 6.1796 6.1945 -3.0659 0.01 0.01 -0.01
H 4.0323 4.5520 -2.9627 -0.01 0.01 -0.01
N -6.3011 3.1773 2.3820 -0.01 0.06 0.06
C -5.9189 4.1424 3.2785 0.03 -0.08 -0.06
C -6.9710 5.0009 3.4392 -0.03 0.00 0.00
C -8.0300 4.5353 2.6115 -0.01 0.05 0.03
C -7.5872 3.4105 1.9737 0.05 -0.02 -0.01
H -5.7290 2.4178 2.0701 0.04 -0.05 -0.02
H -4.9372 4.1340 3.7212 0.00 0.01 0.00
H -6.9836 5.8667 4.0789 -0.01 0.01 0.01
H -9.0047 4.9781 2.4994 -0.01 0.01 0.00
H -8.0727 2.7600 1.2681 -0.04 -0.02 -0.03
N -3.6244 1.3620 -3.3534 0.07 0.10 -0.03
C -4.0160 1.6982 -4.6202 -0.02 0.03 0.05
C -4.3436 3.0284 -4.6195 0.01 0.00 -0.02
C -4.1396 3.5172 -3.3009 0.04 0.05 -0.05
C -3.6935 2.4668 -2.5456 0.07 -0.06 0.01
H -3.3270 0.4556 -3.0473 -0.03 -0.15 -0.02
H -4.0314 0.9664 -5.4094 -0.03 0.00 -0.01
H -4.6937 3.5900 -5.4683 -0.01 0.01 -0.01
H -4.3057 4.5209 -2.9477 -0.01 0.01 -0.01
H -3.4238 2.4108 -1.5052 -0.14 0.00 0.09
N 6.5000 -1.3873 -4.7348 0.04 0.00 0.01
C 7.5167 -0.8222 -5.4579 -0.05 0.01 0.02
C 8.5880 -1.6712 -5.4092 0.01 -0.03 0.02
C 8.2041 -2.7960 -4.6279 0.04 0.05 -0.01
C 6.9126 -2.5901 -4.2265 0.14 0.06 -0.12
H 5.5938 -0.9829 -4.5989 -0.03 0.01 -0.02
H 7.3906 0.1300 -5.9428 0.01 0.02 0.00
H 9.5413 -1.5073 -5.8813 0.01 0.00 -0.01
H 8.8080 -3.6549 -4.3893 0.00 -0.02 -0.01
H 6.2585 -3.1986 -3.6384 -0.09 -0.13 0.01
N -7.3846 -2.6248 0.0538 0.05 0.04 0.03
C -7.2534 -1.6252 0.9781 0.00 -0.08 0.02
C -6.9129 -0.4792 0.3108 0.09 -0.06 -0.10
C -6.8364 -0.8036 -1.0746 0.13 0.07 0.00
C -7.1330 -2.1356 -1.1980 0.05 0.00 0.04
H -7.6349 -3.5734 0.2621 -0.05 -0.02 0.01
H -7.4218 -1.8099 2.0248 -0.02 0.01 0.02
H -6.7497 0.4838 0.7640 -0.04 0.04 -0.01
H -6.5982 -0.1349 -1.8863 -0.05 0.02 0.01
H -7.1931 -2.7702 -2.0651 -0.03 0.01 -0.02
```
Positions in Å, forces in eV/Å.

Results of the Mulliken charge analysis, in e, for atoms 1 through 2: atom 1 (C): -1.23, atom 2 (C): -0.16

Entry 2:
ORCA calculation (ωB97M-V/def2-TZVPD) on a structure of composition C2H5NS2.

Calculated values
electronic energy	-930.13372	a.u.
largest force on an atom	5.36	eV/Å
total charge	0

The geometry in XYZ format:
```
10
Properties=species:S:1:pos:R:3:forces:R:3
C 0.5942 1.3823 -0.0225 -0.69 -2.39 -2.07
C 0.7302 -0.1854 -0.0133 0.97 -0.87 0.05
H 1.7442 1.6944 -0.6136 -4.19 -0.40 2.07
H 0.3707 1.7599 1.0620 0.49 -0.32 -2.34
H -0.5109 1.2517 -0.7611 3.42 2.04 1.99
H -0.2596 -2.0582 -0.7501 -0.53 4.39 3.03
H -2.3883 -1.5337 1.3178 0.02 2.65 -3.13
N -0.4417 -1.0038 -0.0763 1.39 -2.30 -3.13
S 2.3120 -0.8628 -0.0293 -2.66 0.55 -0.07
S -2.1509 -0.4444 -0.1136 1.76 -3.35 3.60
```
Positions in Å, forces in eV/Å.

Results of the natural (NBO) charge analysis, in e, for atoms 1 through 2: atom 1 (C): -0.71, atom 2 (C): 0.12

| no. | HOMO-LUMO gap (Eh) | E_HOMO (eV) |
| --- | --- | --- |
| 1 | 0.21230 | -9.845 |
| 2 | 0.27282 | -8.469 |